[1]
Computed, not measured: a structure of composition C45H62AsN7O2P3S4Ti in a non-equilibrium geometry, with the ωB97M-V functional and the def2-TZVPD basis.

```
125
Properties=species:S:1:pos:R:3:lowdin_spin:R:1
Ti -0.75793 -1.16837 -0.22046 0.06
C -3.96343 -2.05837 -2.52766 0.00
P -3.11813 -0.71717 -1.60196 0.00
C -4.58263 -0.14797 -0.62086 0.00
C -3.23453 0.60003 -2.90236 0.00
C -4.36833 0.82643 -3.67526 0.00
C -4.42463 1.89003 -4.55536 0.00
C -3.34943 2.75703 -4.65916 0.00
C -2.20253 2.52083 -3.92716 0.00
C -2.12713 1.43543 -3.06066 0.00
P -0.59133 0.94273 -2.17376 0.01
C 0.16477 2.61593 -1.89566 0.00
C 0.35567 0.54283 -3.71826 0.00
H -4.97583 -1.76577 -2.80776 0.00
H -4.01893 -2.95797 -1.90826 0.00
H -3.37993 -2.30317 -3.41706 0.00
H -5.49313 -0.08657 -1.21956 0.00
H -4.35373 0.82703 -0.19466 0.00
H -4.71433 -0.86737 0.18754 0.00
H -5.21723 0.15943 -3.60326 0.00
H -5.31253 2.04833 -5.15686 0.00
H -3.39963 3.60893 -5.32726 0.00
H -1.36203 3.19253 -4.03856 0.00
H 0.44427 3.10003 -2.82956 0.00
H 1.06127 2.46713 -1.29956 0.00
H -0.52743 3.24523 -1.34016 0.00
H 0.14317 1.27983 -4.49436 0.00
H 0.07867 -0.45257 -4.06746 0.00
H 1.42127 0.54733 -3.49166 0.00
S 0.05587 -5.33977 -0.50956 0.00
As -1.40223 -3.95377 -1.15326 0.00
S -2.37283 -2.82467 0.47584 0.00
S -0.65523 -2.26337 -2.38406 0.00
S -2.76503 -5.20407 -2.20146 0.00
C 2.19327 1.58773 1.45424 0.04
C 1.62687 0.27413 0.94414 0.27
O 0.59637 0.32623 0.21304 0.18
C 2.29607 -0.94147 1.26134 0.04
C 3.52877 -0.99177 1.94594 0.09
C 4.22307 -2.16817 2.08484 0.00
C 3.71157 -3.35077 1.54824 0.12
C 2.48827 -3.35777 0.91854 0.01
C 1.74747 -2.17547 0.78094 0.09
O 0.56267 -2.21407 0.24924 0.03
H 1.68297 2.40793 0.95614 0.00
H 3.26237 1.65563 1.26014 0.01
H 2.02637 1.67103 2.52934 0.01
H 3.94157 -0.08417 2.36444 0.01
H 5.17917 -2.17427 2.59414 0.00
H 4.27057 -4.27077 1.64034 0.01
H 2.05257 -4.25977 0.51064 0.00
N -1.83233 -0.04127 0.96594 0.01
P -1.83603 0.36663 2.43214 0.00
N -0.88143 -0.47757 3.56774 0.00
C -0.47983 -1.83757 3.24484 0.00
C 0.69707 -2.25917 4.11144 0.00
C 0.24917 -2.36427 5.57564 0.00
C -0.92773 -1.42047 5.84544 0.00
C -0.81943 -0.16627 4.98194 0.00
N -3.37893 0.33543 3.26474 0.00
C -4.34783 1.29363 2.74924 0.00
C -5.78103 0.78273 2.85844 0.00
C -5.96783 0.15503 4.23454 0.00
C -5.04383 -1.06267 4.38134 0.00
C -3.90223 -1.01067 3.36174 0.00
N -1.42373 2.00733 2.72704 0.00
C -1.21573 2.80713 1.53394 0.00
C -0.41323 4.05593 1.88264 0.00
C -1.24263 4.98403 2.78054 0.00
C -2.24563 4.16373 3.59584 0.00
C -1.67653 2.78263 3.92364 0.00
H -0.22503 -1.85617 2.18514 0.00
H -1.28923 -2.57287 3.38544 0.00
H 1.50077 -1.52737 4.00454 0.00
H 1.07467 -3.21947 3.75934 0.00
H 1.08767 -2.11807 6.23174 0.00
H -0.05353 -3.39117 5.79714 0.00
H -0.95893 -1.13027 6.89994 0.00
H -1.86893 -1.92257 5.61714 0.00
H 0.13467 0.33353 5.21244 0.00
H -1.62903 0.51733 5.23394 0.00
H -4.11423 1.56013 1.70944 0.00
H -4.27303 2.20733 3.35414 0.00
H -5.98763 0.04923 2.08024 0.00
H -6.46763 1.62193 2.72024 0.00
H -7.01253 -0.12587 4.39384 0.00
H -5.70743 0.90363 4.98834 0.00
H -5.59983 -1.98997 4.23244 0.00
H -4.62443 -1.08247 5.39014 0.00
H -4.23333 -1.40207 2.38824 0.00
H -3.09403 -1.66267 3.69454 0.00
H -2.17193 3.11533 1.07674 0.00
H -0.70363 2.16843 0.81094 0.00
H -0.11533 4.57783 0.97054 0.00
H 0.48997 3.75093 2.41254 0.00
H -1.78083 5.71943 2.17574 0.00
H -0.58003 5.54033 3.44934 0.00
H -3.16613 4.04063 3.02334 0.00
H -2.49893 4.68123 4.52424 0.00
H -2.37973 2.24373 4.56154 0.00
H -0.74263 2.91673 4.49654 0.00
N 5.88817 -1.72197 -5.47196 0.00
C 6.98537 -1.34987 -6.19246 0.00
C 7.71707 -1.97247 -7.18436 0.00
C 8.82877 -1.29777 -7.67696 0.00
C 9.18697 -0.04467 -7.19186 0.00
C 8.45457 0.59093 -6.20556 0.00
C 7.33757 -0.06757 -5.68916 0.00
N 6.47997 0.30313 -4.70736 0.00
C 5.61827 -0.69957 -4.56856 0.00
C 4.58257 -0.76367 -3.59286 0.00
C 3.75837 -1.89127 -3.39726 0.00
C 2.78237 -1.85837 -2.42516 0.00
N 2.54387 -0.80527 -1.64676 0.00
C 3.34047 0.25403 -1.80876 0.00
C 4.34497 0.33313 -2.73956 0.00
H 5.36037 -2.57087 -5.56916 0.00
H 7.44857 -2.95087 -7.56066 0.00
H 9.43237 -1.75997 -8.44736 0.00
H 10.06557 0.44193 -7.59806 0.00
H 8.73787 1.56173 -5.82886 0.00
H 3.88427 -2.78647 -3.98956 0.00
H 2.14157 -2.71537 -2.25726 0.00
H 3.13547 1.08613 -1.14596 0.00
H 4.95967 1.21333 -2.83886 0.00
```

Output
Multiplicity: 2
Calculated total energy, eV: -217365.7958
Expectation value of S²: 0.776
Energy relative to the best compared isomer or geometry (same formula, charge and spin), eV: 2.646
HOMO energy (alpha / beta), eV: 0.00 / -1.00
Frontier orbital gap (alpha / beta), eV: 3.38 / 4.38
Total charge: -2


[2]
Computed, not measured: a structure of composition C45H62BN8O2TeTi in a non-equilibrium geometry, with the ωB97M-V functional and the def2-TZVPD basis.

```
120
Properties=species:S:1:pos:R:3:lowdin_spin:R:1
Ti 1.23341 0.49033 1.09054 0.94
C -2.24836 1.36885 4.99117 0.00
C -1.23186 0.23752 4.82008 0.00
C -1.46649 -0.84424 5.87484 0.00
C 0.16786 0.77410 4.87384 0.00
C 0.86229 1.22615 6.01723 0.00
C 2.07896 1.64677 5.53445 0.00
N 2.09425 1.44087 4.20549 0.00
N 0.92423 0.90491 3.78967 0.00
B 3.09243 2.03467 3.21059 0.00
N 2.37247 3.09579 2.33270 0.00
C 2.78050 4.36689 2.22196 0.00
C 1.82379 5.06953 1.52647 0.00
C 0.82315 4.12411 1.24626 0.00
N 1.16600 2.92894 1.72549 0.01
C -0.47683 4.45101 0.55813 0.00
C -1.66808 4.40024 1.52057 0.00
C -0.74805 3.61032 -0.68386 0.00
N 3.81735 0.94217 2.39275 0.01
C 5.09549 1.03068 2.01330 0.01
C 5.40172 -0.09258 1.27084 0.00
C 4.20278 -0.81509 1.21620 0.01
N 3.24595 -0.18140 1.89813 0.01
C 3.93596 -2.11350 0.50994 0.00
C 5.23820 -2.85922 0.22254 0.00
C 3.14520 -1.90515 -0.78309 0.01
H -3.26681 0.97170 4.98500 0.00
H -2.08696 1.89296 5.93853 0.00
H -2.16754 2.08868 4.17754 0.00
H -1.36664 -0.18552 3.82579 0.00
H -1.41979 -0.42220 6.88396 0.00
H -2.45508 -1.29131 5.74379 0.00
H -0.72312 -1.63807 5.80618 0.00
H 0.52092 1.23227 7.03927 0.00
H 2.93200 2.08227 6.02865 0.00
H 3.95119 2.62897 3.82229 0.00
H 3.71867 4.67526 2.65271 0.00
H 1.82421 6.11385 1.26098 0.00
H -0.36207 5.49602 0.24576 0.00
H -1.95676 3.37049 1.73160 0.00
H -1.44048 4.90551 2.46212 0.00
H -2.53407 4.89091 1.06671 0.00
H -0.92457 2.56956 -0.41337 0.00
H -1.63126 3.98876 -1.20788 0.00
H 0.09997 3.62816 -1.36807 0.00
H 5.69546 1.87698 2.30421 0.00
H 6.34714 -0.34750 0.82340 0.00
H 3.33133 -2.72728 1.18357 0.00
H 5.83212 -2.32271 -0.52258 0.00
H 5.84699 -2.97831 1.12196 0.00
H 5.02075 -3.85030 -0.18199 0.00
H 3.73057 -1.31583 -1.49547 0.00
H 2.90433 -2.86864 -1.24218 0.00
H 2.20476 -1.38321 -0.59592 0.01
C -7.41934 -1.19941 -4.52757 0.00
C -6.04767 -1.04332 -3.92345 0.00
C -4.92462 -0.86840 -4.71671 0.00
C -3.65063 -0.72230 -4.16911 0.00
C -2.51645 -0.48863 -5.13807 0.00
C -3.46313 -0.76079 -2.77749 0.00
Te -1.56164 -0.09725 -1.85087 0.00
N 0.69760 0.72186 -0.91384 0.00
C 1.80007 1.32704 -1.19502 0.01
O 2.72100 1.53896 -0.29480 0.01
C 2.15608 1.87676 -2.57028 0.00
C 3.48541 2.16365 -2.87244 0.00
C 3.84079 2.64330 -4.12616 0.00
C 2.86555 2.86224 -5.09198 0.00
C 1.53423 2.59902 -4.79165 0.00
C 1.18411 2.10757 -3.54160 0.00
C -0.49634 -1.72928 -2.70900 0.00
C 0.74106 -1.48090 -3.29826 0.00
C 1.47136 -2.48684 -3.90920 0.00
C 0.97288 -3.78139 -3.93196 0.00
C -0.23552 -4.04646 -3.30982 0.00
C -0.97779 -3.04602 -2.67926 0.00
C -2.22693 -3.45428 -1.94464 0.00
C -4.60191 -0.94982 -1.97119 0.00
C -4.53731 -1.05914 -0.46400 0.00
C -5.86290 -1.08203 -2.55057 0.00
H -7.40169 -0.98790 -5.59786 0.00
H -8.13823 -0.52146 -4.06188 0.00
H -7.79976 -2.21597 -4.39612 0.00
H -5.03864 -0.83353 -5.79782 0.00
H -2.66345 -1.08131 -6.04415 0.00
H -1.54694 -0.73915 -4.71667 0.00
H -2.47862 0.56508 -5.43039 0.00
H 4.21910 1.99934 -2.09301 0.00
H 4.88145 2.85067 -4.35246 0.00
H 3.14115 3.23534 -6.07255 0.00
H 0.76584 2.76973 -5.53792 0.00
H 0.15154 1.88295 -3.29989 0.00
H 1.13861 -0.47905 -3.26734 0.00
H 2.43092 -2.25273 -4.35531 0.00
H 1.53022 -4.58231 -4.40462 0.00
H -0.61137 -5.06471 -3.27865 0.00
H -2.12657 -4.48229 -1.59018 0.00
H -3.11422 -3.38968 -2.57846 0.00
H -2.39735 -2.80646 -1.08359 0.00
H -3.55962 -0.80410 -0.06272 0.00
H -4.77216 -2.08127 -0.15198 0.00
H -5.27101 -0.39847 0.00363 0.00
H -6.72495 -1.22129 -1.90126 0.00
O -1.75746 0.95854 1.69398 0.02
H -1.13074 0.18168 1.56493 0.00
H -1.15574 1.59047 2.11178 0.00
C 0.70214 -2.60068 3.15576 0.00
C -0.09432 -2.29561 1.87192 0.00
C 0.24022 -3.39778 0.84427 0.00
C -1.61400 -2.41735 2.17560 0.00
N 0.26526 -1.01269 1.35194 -0.06
H 0.54516 -3.63224 3.50100 0.00
H 0.41348 -1.91574 3.95086 0.00
H 1.76501 -2.43995 2.96401 0.00
H -0.14474 -4.37897 1.15519 0.00
H 1.32019 -3.47845 0.71147 0.00
H -0.19660 -3.13107 -0.12255 0.00
H -1.80182 -3.05530 3.04791 0.00
H -2.14632 -2.85368 1.32429 0.00
H -2.05950 -1.44095 2.36504 0.00
```

Output
Multiplicity: 2
Calculated total energy, eV: -94776.8268
Expectation value of S²: 0.758
Energy relative to the best compared isomer or geometry (same formula, charge and spin), eV: 0.630
HOMO energy (alpha / beta), eV: -0.27 / -1.23
Frontier orbital gap (alpha / beta), eV: 4.31 / 5.27
Total charge: -2